Density functional theory data (wB97M-V/def2-TZVPD) for C32H40AsO4PtS2SbSi as an isolated structure.

XYZ file:
```
82
Properties=species:S:1:pos:R:3:forces:R:3
C 2.2700 0.5248 -3.8943 -0.03 0.01 0.07
C -0.7134 -2.2907 3.3909 -0.02 0.03 -0.02
H -1.9726 0.5167 1.9442 0.02 0.02 0.01
C -1.2688 -4.6413 1.0001 0.01 0.01 0.00
H 0.3448 2.5242 0.9307 0.01 0.01 0.03
C -0.4464 -3.6598 0.4543 0.01 0.00 -0.01
H 0.0996 1.9049 -5.0309 -0.07 -0.02 0.04
C 2.6947 -1.5261 1.3354 -0.01 -0.01 0.00
H 0.0998 4.3152 -4.1154 0.04 0.04 -0.01
H 3.0840 -2.1522 0.5271 0.01 0.00 0.01
H 4.3504 0.9009 0.8311 -0.01 -0.01 0.01
H -0.3959 3.8852 2.8074 0.00 -0.01 -0.02
H -0.5244 -2.6218 5.5033 0.00 0.00 0.00
H -6.1754 -1.7159 -1.8008 0.00 0.00 0.00
H -2.2501 1.1211 4.3281 0.00 0.00 0.00
C 0.5884 2.6755 4.2997 0.01 -0.01 -0.01
O -0.4230 2.8815 -1.1828 -0.06 0.01 0.00
H 1.6166 1.2437 5.5302 0.00 0.00 0.00
H 3.9876 0.5294 -0.8675 0.01 0.00 -0.03
C 2.0404 4.2710 -1.2787 0.00 0.02 -0.02
C 1.0657 -5.3756 -0.3064 0.00 0.01 -0.01
C -2.7979 -1.4334 -1.5413 0.04 0.02 -0.03
C 0.6641 2.2532 1.9317 -0.03 -0.03 -0.04
C 2.9143 1.2764 -5.0543 -0.02 0.03 -0.01
H 2.8180 5.0433 -1.3202 0.01 -0.01 0.00
C -0.9207 -5.9807 0.9043 0.00 0.00 0.00
H -3.6889 -2.2967 1.6345 0.00 0.00 0.00
C -2.6923 -1.7685 -0.1863 0.01 0.00 0.02
H 3.4772 2.1464 -4.7074 0.02 0.00 0.01
H 1.6973 -0.3348 -4.2577 -0.01 -0.01 0.00
C 1.3577 1.5397 4.5184 0.01 0.01 -0.01
H 3.5182 -1.3333 2.0318 0.00 0.00 0.00
H -1.4107 3.9224 -3.2768 0.01 -0.03 -0.01
C 1.4459 1.1083 2.1261 -0.01 -0.01 -0.01
H 2.2124 3.6979 -3.3601 -0.01 0.01 -0.01
C 0.2378 3.0278 3.0022 -0.01 0.03 0.02
Pt 0.2819 -0.2948 -0.9166 -0.11 -0.09 0.00
H -1.3446 3.9209 -5.0492 0.00 -0.01 0.02
C -4.0801 -1.4331 -2.1019 -0.03 0.00 -0.01
H -2.1905 -4.3566 1.4944 -0.01 0.00 0.01
H 3.2373 2.7645 -2.2941 0.06 -0.03 0.02
C -5.1929 -1.7510 -1.3423 0.01 0.00 -0.02
H -4.1898 -1.1410 -3.1387 0.00 -0.01 0.00
S -1.8610 2.6596 -0.6476 0.00 0.00 -0.23
H 1.9316 -2.1058 1.8654 0.02 0.01 -0.01
Si 1.9945 0.0967 0.6086 0.01 0.03 0.07
O -1.8629 1.3733 0.0853 0.02 -0.07 0.01
As -0.8952 -1.7633 0.5043 0.02 0.01 0.06
H 1.0621 4.7386 -1.3697 0.01 -0.01 0.00
C -0.4261 2.1968 -4.1159 0.00 -0.03 -0.04
H 3.4075 2.0329 -0.1409 -0.01 0.04 -0.02
C 2.2547 3.2323 -2.3712 -0.05 0.03 0.10
C -0.8621 -1.9422 4.7288 0.00 0.00 0.00
H -5.9456 -2.2965 0.6027 0.00 0.00 0.00
H 2.1636 1.6459 -5.7594 0.01 0.01 0.02
O -2.7561 2.6172 -1.8082 0.03 0.03 0.09
H -1.3210 1.5822 -4.0217 -0.02 0.02 0.05
C -1.4287 -0.7226 5.0668 -0.01 0.00 0.00
Sb 0.8703 1.5968 -2.5204 0.11 0.10 -0.18
C 0.7154 -4.0340 -0.2093 0.00 -0.01 0.00
C -1.6889 -0.1810 2.7322 -0.02 -0.01 -0.03
C 0.2512 -6.3485 0.2535 0.00 0.00 0.00
H -1.5328 -0.4441 6.1096 0.00 0.00 0.00
H -0.2594 -3.2393 3.1318 0.01 -0.03 -0.01
H 3.6114 0.6531 -5.6295 -0.02 0.00 -0.01
H 0.2459 3.2713 5.1398 0.00 0.00 0.00
C -3.8055 -2.0826 0.5766 -0.02 -0.01 0.01
H 1.9726 -5.6588 -0.8271 0.00 0.00 0.00
H 2.3586 -0.1280 3.6354 0.00 0.00 0.01
H 0.5218 -7.3952 0.1754 0.00 0.00 0.00
S -1.4056 -1.0375 -2.5370 -0.02 -0.01 -0.01
C -1.1356 -1.4177 2.3949 0.01 0.00 0.03
H 3.0324 0.1182 -3.2216 0.04 -0.01 -0.02
H -1.5664 -6.7393 1.3312 0.00 0.00 0.00
C -1.8377 0.1540 4.0695 0.01 0.00 0.01
C -5.0698 -2.0788 0.0033 0.01 0.00 0.02
C 3.5881 0.9748 0.0478 0.00 -0.03 -0.01
O -2.1297 3.7808 0.2547 0.00 0.05 0.05
H 1.3301 -3.2614 -0.6580 -0.01 -0.01 -0.01
H 2.0642 3.8187 -0.2871 0.00 0.00 0.02
C 1.7763 0.7675 3.4406 0.00 -0.01 0.01
C -0.7882 3.6782 -4.1358 0.00 -0.05 0.03
```
Forces are in eV/Å.

Results
charge: -2
ΔE to the lowest compared entry with this formula, charge and spin: 3.0 kcal/mol
HOMO-LUMO gap: 6.05 eV